Record 1
# C4H8O2

One molecule with the formula C4H8O2 (ωB97M-V/def2-TZVPD, the Open Molecules 2025 dataset).

energy	-307.55808	Eh
gap between HOMO and LUMO	9.44	eV
E_LUMO	1.08	eV
energy above the lowest of the compared OMol25 structures with the same formula, charge and spin	96.9	kcal/mol
strongest force on any atom	0.6	eV Å⁻¹
charge	0
M	88.106	g mol⁻¹

Structure (XYZ):
```
14
Properties=species:S:1:pos:R:3:lowdin_charge:R:1
C 1.60556 0.10454 -1.40966 -0.105
C 1.10525 -0.17877 -0.02383 -0.121
C -1.25144 1.05551 0.53813 -0.082
O -1.70019 -0.27287 0.75718 -0.127
C -0.68678 -1.18496 1.01288 -0.228
O 0.21541 -1.15321 -0.09847 -0.081
H 1.69388 1.18914 -1.55641 0.077
H 2.63002 -0.28294 -1.42291 0.079
H 1.02095 -0.34181 -2.22318 0.078
H -0.15672 1.07571 0.36910 0.037
H -1.40544 1.68359 1.41892 0.096
H -1.79474 1.44812 -0.32665 0.101
H -0.13154 -0.96679 1.93445 0.136
H -1.14422 -2.17526 1.03047 0.139
```

Record 2
# C4H8O2

One molecule with the formula C4H8O2 in a non-equilibrium geometry (ωB97M-V/def2-TZVPD, the Open Molecules 2025 dataset).

energy	-307.57787	Eh
gap between HOMO and LUMO	11.11	eV
E_LUMO	0.72	eV
energy above the lowest of the compared OMol25 structures with the same formula, charge and spin	84.4	kcal/mol
strongest force on any atom	7.3	eV Å⁻¹
SMILES string	CCCC(=O)O
charge	0
M	88.106	g mol⁻¹

Structure (XYZ):
```
14
Properties=species:S:1:pos:R:3:lowdin_charge:R:1
C -1.90652 0.61546 -0.15161 -0.104
C -0.84341 -0.50459 0.49490 -0.263
C 0.45436 -0.74710 -0.36158 -0.165
C 1.48248 0.42217 -0.03860 -0.290
O 1.09939 1.65574 0.03822 0.008
O 2.92496 -0.15653 0.09336 -0.037
H -2.71992 0.98194 0.81132 0.142
H -1.28410 1.41723 -0.47645 -0.001
H -2.47653 0.17932 -1.09755 0.086
H -0.64768 -0.36216 1.70875 0.158
H -1.21391 -1.52036 0.39942 0.061
H 1.28523 -1.70989 -0.12227 0.174
H 0.25977 -0.78953 -1.55674 0.159
H 3.58590 0.51831 0.25884 0.071
```

Record 3
# C4H8O2

A 2-piece molecular cluster, C4H8O2 overall in a non-equilibrium geometry (ωB97M-V/def2-TZVPD, the Open Molecules 2025 dataset).

energy	-307.61179	Eh
gap between HOMO and LUMO	9.31	eV
E_LUMO	0.66	eV
energy above the lowest of the compared OMol25 structures with the same formula, charge and spin	63.2	kcal/mol
strongest force on any atom	3.5	eV Å⁻¹
SMILES string	C=C/C=C/O.O
charge	0
M	88.106	g mol⁻¹

Structure (XYZ):
```
14
Properties=species:S:1:pos:R:3:lowdin_charge:R:1
C 2.69808 -0.77604 -0.61112 0.005
C 1.52162 -0.14923 -0.33713 -0.197
C 0.42995 -0.85957 0.31971 -0.146
C -0.31408 -0.19227 1.15089 -0.205
O -1.29549 -0.77587 1.96568 -0.041
H 3.45270 -0.31264 -1.20545 0.038
H 2.77088 -1.73680 -0.10017 0.059
H 1.30397 0.95074 -0.36859 0.113
H 0.37642 -1.94973 0.21580 0.126
H -0.31493 0.89584 1.37284 0.136
H -1.68078 -1.43649 1.32679 0.114
O -3.18666 2.05786 -1.53850 -0.038
H -3.00628 1.41232 -0.86559 0.016
H -2.75541 2.87186 -1.32518 0.020
```

Record 4
# C4H8O2

One molecule with the formula C4H8O2 (ωB97M-V/def2-TZVPD, the Open Molecules 2025 dataset).

energy	-307.67882	Eh
gap between HOMO and LUMO	11.19	eV
E_LUMO	0.88	eV
energy above the lowest of the compared OMol25 structures with the same formula, charge and spin	21.1	kcal/mol
strongest force on any atom	0.5	eV Å⁻¹
SMILES string	CC(C)(O)C=O
charge	0
M	88.106	g mol⁻¹

Structure (XYZ):
```
14
Properties=species:S:1:pos:R:3:lowdin_charge:R:1
C -0.84903 1.15552 -0.16784 -0.011
C 0.12954 -0.03823 -0.22262 -0.609
C 1.16004 0.05026 0.90359 -0.026
O 0.78782 -0.07136 -1.46450 -0.008
C -0.67859 -1.31538 -0.06776 -0.185
O -0.80782 -2.10704 -0.97336 0.071
H -0.45816 1.92249 -0.83958 0.092
H -1.85543 0.89148 -0.51191 0.086
H -0.92791 1.57635 0.83883 0.083
H 1.90649 -0.74339 0.80116 0.093
H 0.67701 -0.03427 1.88474 0.087
H 1.67284 1.01602 0.85698 0.093
H 0.41411 -0.82609 -1.95009 0.091
H -1.17090 -1.47635 0.91235 0.144
```

Record 5
# C4H8O2

A 2-piece molecular cluster, C4H8O2 overall in a non-equilibrium geometry (ωB97M-V/def2-TZVPD, the Open Molecules 2025 dataset).

energy	-307.61155	Eh
gap between HOMO and LUMO	9.20	eV
E_LUMO	0.79	eV
energy above the lowest of the compared OMol25 structures with the same formula, charge and spin	63.3	kcal/mol
strongest force on any atom	1.7	eV Å⁻¹
SMILES string	C=CC(=C)O.O
charge	0
M	88.106	g mol⁻¹

Structure (XYZ):
```
14
Properties=species:S:1:pos:R:3:lowdin_charge:R:1
C -0.63804 -1.19800 0.07582 0.040
C -1.43423 -0.12906 -0.10210 -0.132
C -0.88704 1.21278 -0.36809 -0.436
C -1.67363 2.09165 -1.02285 0.051
O 0.44927 1.39259 -0.21056 0.036
H 0.40015 -0.92807 0.25922 0.055
H -0.86544 -2.20422 -0.24299 0.060
H -2.50466 -0.14321 0.05136 0.100
H -1.34933 3.07669 -1.34437 0.056
H -2.75422 2.08817 -0.92387 0.057
H 0.58099 2.31099 0.04576 0.111
O 2.94632 -2.68313 1.21014 -0.061
H 3.76169 -2.19728 1.37835 0.032
H 3.31049 -3.56281 1.36275 0.032
```

Record 6
# C4H8O2

One molecule with the formula C4H8O2 in a non-equilibrium geometry (ωB97M-V/def2-TZVPD, the Open Molecules 2025 dataset).

energy	-307.56712	Eh
gap between HOMO and LUMO	9.40	eV
E_LUMO	0.63	eV
energy above the lowest of the compared OMol25 structures with the same formula, charge and spin	91.2	kcal/mol
strongest force on any atom	5.4	eV Å⁻¹
SMILES string	COCCC=O
charge	0
M	88.106	g mol⁻¹

Structure (XYZ):
```
14
Properties=species:S:1:pos:R:3:lowdin_charge:R:1
C -0.87180 1.74998 -0.89461 -0.115
O -0.21726 0.51253 -0.87193 -0.187
C 0.40276 0.28608 0.35675 -0.311
C 1.02560 -1.05243 0.32631 -0.157
C -0.21381 -2.01484 0.10287 -0.162
O 0.21232 -2.83861 0.88077 0.003
H -1.33632 1.84829 -1.87564 0.090
H -0.16496 2.57929 -0.73951 0.091
H -1.64964 1.80591 -0.11666 0.092
H -0.34274 0.31546 1.18288 0.137
H 1.18354 1.01252 0.58141 0.127
H 1.53231 -1.16782 1.32658 0.136
H 1.76140 -1.27948 -0.43848 0.116
H -1.32139 -1.75688 0.17925 0.142
```

Record 7
# C4H8O2

A 2-piece molecular cluster, C4H8O2 overall in a non-equilibrium geometry (ωB97M-V/def2-TZVPD, the Open Molecules 2025 dataset).

energy	-307.60032	Eh
gap between HOMO and LUMO	9.55	eV
E_LUMO	0.93	eV
energy above the lowest of the compared OMol25 structures with the same formula, charge and spin	70.4	kcal/mol
strongest force on any atom	3.0	eV Å⁻¹
SMILES string	C=C=O.COC
charge	0
M	88.106	g mol⁻¹

Structure (XYZ):
```
14
Properties=species:S:1:pos:R:3:lowdin_charge:R:1
C -0.99906 2.04246 -0.22742 0.002
C -0.94643 1.12112 0.71604 -0.326
O -0.82728 0.75482 1.82845 0.119
H -1.32900 3.03994 0.00212 0.057
H -1.02122 1.74233 -1.25780 0.049
C 1.42906 -0.09732 -0.50222 0.016
O -0.07206 -0.53438 -0.43345 -0.310
C -0.30777 -1.75726 0.23557 -0.118
H 1.52445 0.73612 -1.18740 0.079
H 1.74906 0.15366 0.50879 0.089
H 1.93928 -0.98426 -0.88084 0.078
H -0.25478 -1.59748 1.31741 0.083
H 0.41824 -2.52315 -0.06026 0.086
H -1.30249 -2.09661 -0.05899 0.096
```

Record 8
# C4H8O2

One molecule with the formula C4H8O2 in a non-equilibrium geometry (ωB97M-V/def2-TZVPD, the Open Molecules 2025 dataset).

energy	-307.58076	Eh
gap between HOMO and LUMO	9.59	eV
E_LUMO	1.02	eV
energy above the lowest of the compared OMol25 structures with the same formula, charge and spin	82.6	kcal/mol
strongest force on any atom	3.0	eV Å⁻¹
SMILES string	CO[C@@H](C)C=O
charge	0
M	88.106	g mol⁻¹

Structure (XYZ):
```
14
Properties=species:S:1:pos:R:3:lowdin_charge:R:1
C 1.91849 -0.04655 -0.58813 -0.097
O 0.78070 -0.79729 -0.27247 -0.168
C -0.32731 -0.01661 -0.17197 -0.325
C -1.54106 -0.97785 -0.08246 -0.035
C -0.25797 1.24751 1.14600 -0.106
O -1.45065 1.39641 1.22110 -0.046
H 2.77111 -0.70024 -0.40884 0.094
H 1.88928 0.27040 -1.64016 0.097
H 1.94665 0.84240 0.06146 0.081
H -0.45209 0.70706 -0.99263 0.130
H -1.46854 -1.76032 -0.86284 0.091
H -1.54430 -1.49834 0.87765 0.083
H -2.49386 -0.46331 -0.21322 0.074
H 0.26252 1.90743 1.95939 0.127
```

Record 9
# C4H8O2

A 2-piece molecular cluster, C4H8O2 overall (ωB97M-V/def2-TZVPD, the Open Molecules 2025 dataset).

energy	-307.62398	Eh
gap between HOMO and LUMO	10.01	eV
E_LUMO	0.45	eV
energy above the lowest of the compared OMol25 structures with the same formula, charge and spin	55.5	kcal/mol
strongest force on any atom	0.6	eV Å⁻¹
SMILES string	C=CCO.C=O
charge	0
M	88.106	g mol⁻¹

Structure (XYZ):
```
14
Properties=species:S:1:pos:R:3:lowdin_charge:R:1
C -2.05814 -0.38254 0.59552 0.005
C -1.60977 0.31861 -0.43967 -0.161
C -0.36394 -0.02454 -1.21473 -0.292
O 0.37930 -1.08744 -0.67144 -0.099
H -1.55129 -1.28737 0.91990 0.062
H -2.94636 -0.08740 1.14621 0.054
H -2.13803 1.21418 -0.76880 0.097
H 0.25000 0.89027 -1.30722 0.111
H -0.62720 -0.32181 -2.23745 0.120
H 0.57094 -0.85167 0.25322 0.032
C 2.55195 0.40719 0.91235 -0.099
O 1.59306 0.11683 1.59008 -0.009
H 3.35014 1.06600 1.29841 0.088
H 2.66173 0.02611 -0.11864 0.091
```

Record 10
# C4H8O2

One molecule with the formula C4H8O2 in a non-equilibrium geometry (ωB97M-V/def2-TZVPD, the Open Molecules 2025 dataset).

energy	-307.62677	Eh
gap between HOMO and LUMO	10.63	eV
E_LUMO	0.88	eV
energy above the lowest of the compared OMol25 structures with the same formula, charge and spin	53.8	kcal/mol
strongest force on any atom	4.6	eV Å⁻¹
SMILES string	O[C@@H]1CCOC1
charge	0
M	88.106	g mol⁻¹

Structure (XYZ):
```
14
Properties=species:S:1:pos:R:3:lowdin_charge:R:1
O -2.25616 0.12652 -0.14440 -0.064
C -0.80816 0.24509 -0.39389 -0.354
C -0.07599 -1.09280 0.13325 -0.067
C 1.41059 -0.53427 -0.09245 -0.210
O 1.37905 0.87194 -0.18489 -0.161
C 0.03185 1.33211 0.12702 -0.167
H -2.25407 -0.04190 0.84548 0.109
H -0.71469 0.23113 -1.53739 0.175
H -0.21007 -1.26276 1.18420 0.099
H -0.27860 -1.86910 -0.56092 0.094
H 2.14216 -0.89109 0.63070 0.107
H 1.66157 -0.94208 -1.14845 0.135
H -0.04984 2.42635 -0.18221 0.146
H 0.02235 1.40088 1.32396 0.160
```